Computed, not measured: a structure of composition C30H80AgN7O9 at a distorted geometry, with wB97M-V/def2-TZVPD.

Structure (XYZ):
```
127
Properties=species:S:1:pos:R:3:forces:R:3:lowdin_charge:R:1
Ag 3.300352 -0.753936 -1.235064 -0.71 -1.08 -0.42 0.91
C -0.852659 -0.632927 -0.232189 -0.07 -1.02 -0.52 0.05
C 0.579809 -0.790441 -0.610961 -0.39 0.62 0.36 -0.61
O 1.469085 -0.978613 0.247930 0.26 0.08 0.02 0.06
O 1.007347 -0.620837 -1.797911 0.16 0.09 0.38 0.01
H -0.915201 -0.376597 0.822027 -0.13 0.43 -0.11 0.07
H -1.384374 -1.585635 -0.345252 0.27 -0.15 0.04 0.10
H -1.353373 0.010063 -0.953677 0.03 0.46 0.38 0.08
C -0.272732 -4.883643 4.136866 -0.68 -0.23 0.47 -0.05
C -0.752633 -3.630753 3.395012 1.39 -0.61 0.85 -0.42
C -1.102159 -2.505994 4.377034 -0.69 -0.63 -0.72 -0.22
O -2.092216 -3.003295 5.251363 0.69 0.58 0.13 -0.18
C -2.403556 -2.112196 6.305286 -0.20 0.06 0.35 -0.10
N 0.343681 -3.225963 2.513577 -0.62 0.21 -1.19 0.04
H -0.844057 -5.076225 5.046456 -0.01 0.44 0.09 0.08
H 0.771669 -4.763468 4.427786 0.07 -0.24 -0.11 0.08
H -0.461251 -5.801204 3.578499 0.56 0.16 -0.41 0.08
H -1.600209 -3.936838 2.782214 -0.19 0.44 0.00 0.14
H -1.468489 -1.665031 3.766688 -0.16 0.20 0.21 0.11
H -0.207435 -2.155271 4.902696 0.07 -0.18 0.18 0.13
H -2.720051 -2.716219 7.156312 -0.44 0.07 -0.19 0.09
H -3.168029 -1.401582 5.978333 -0.14 -0.06 0.21 0.09
H -1.566124 -1.525618 6.704066 0.32 -0.15 -0.48 0.09
H 1.261080 -3.128803 2.921786 -0.19 -0.01 0.50 0.05
H 0.108318 -2.367709 2.028815 0.23 0.04 0.01 0.03
C 4.386798 -1.059327 -5.813372 -0.13 -0.25 0.21 -0.04
C 3.808625 -0.349425 -4.592513 0.28 0.04 0.16 -0.41
C 2.919921 0.813494 -4.972863 -0.78 0.35 -1.75 -0.19
O 1.862118 0.319509 -5.795493 -0.18 -0.94 0.73 -0.22
C 1.032794 1.310070 -6.338296 0.44 0.62 -0.29 -0.10
N 3.048296 -1.282547 -3.715814 -0.42 0.64 0.00 0.04
H 5.246476 -0.548545 -6.243108 -0.10 0.22 0.03 0.09
H 3.612262 -1.173101 -6.570571 0.07 -0.09 -0.03 0.09
H 4.741507 -2.045249 -5.504461 0.00 -0.03 -0.10 0.08
H 4.638531 0.039334 -3.995515 0.00 0.10 -0.08 0.12
H 3.448082 1.509542 -5.634716 0.48 0.25 0.52 0.13
H 2.455485 1.362938 -4.147816 0.35 -0.02 0.37 0.13
H 0.611294 1.992395 -5.588646 0.06 -0.13 0.14 0.08
H 0.212278 0.851473 -6.883691 0.10 -0.22 0.06 0.09
H 1.637118 1.907501 -7.035956 -0.27 0.14 -0.03 0.09
H 2.101413 -0.910183 -3.662503 -0.01 -0.07 0.05 0.04
H 2.873206 -2.159405 -4.201987 0.44 -0.13 0.18 0.09
C 3.749286 2.719720 6.340803 -0.12 0.23 -1.03 -0.05
C 3.334519 2.472372 4.869246 0.02 -0.76 1.15 -0.46
C 1.833820 2.602679 4.643049 1.01 1.21 0.45 -0.22
O 1.555537 2.186032 3.324879 -0.58 0.19 -0.57 -0.19
C 0.230705 1.680967 3.221262 0.55 -0.68 0.73 -0.09
N 4.094284 3.373328 4.000051 -0.38 -0.73 -0.66 0.04
H 2.969733 2.395827 7.027607 0.18 -0.10 0.17 0.07
H 3.954510 3.782392 6.465465 -0.16 0.03 0.17 0.08
H 4.685475 2.186421 6.499680 -0.07 -0.04 0.36 0.07
H 3.549043 1.406739 4.684334 0.10 0.03 -0.25 0.12
H 1.616793 3.667537 4.816048 -0.38 0.03 -0.41 0.14
H 1.262842 2.074839 5.411710 0.09 -0.48 -0.20 0.12
H -0.511856 2.381103 3.606831 0.00 0.03 0.05 0.08
H 0.263504 0.760585 3.819060 -0.72 0.00 0.12 0.09
H -0.050111 1.371537 2.215037 0.46 0.39 -0.25 0.07
H 3.770739 3.156545 3.055179 0.05 0.38 0.02 0.06
H 5.061272 3.057659 3.990957 0.05 0.23 0.20 0.07
C 5.447744 -3.703140 -1.032362 0.92 0.40 0.44 -0.06
C 4.149539 -3.798494 -0.246863 -0.30 0.54 -1.35 -0.39
C 4.152001 -3.015415 1.057473 1.39 -0.39 0.56 -0.19
O 4.253925 -1.616114 0.845215 -0.31 0.10 -0.41 -0.28
C 4.385544 -0.875538 2.056766 0.16 -0.38 -0.11 -0.07
N 3.077977 -3.227086 -1.126457 -1.24 -1.13 0.75 0.00
H 5.538063 -4.418768 -1.847311 -0.23 -0.10 0.05 0.08
H 6.330375 -3.805736 -0.394160 -0.16 -0.41 0.09 0.09
H 5.605330 -2.705674 -1.455644 -0.43 0.03 -0.08 0.07
H 3.873281 -4.834214 -0.042136 0.42 -0.07 0.31 0.15
H 5.070270 -3.274511 1.604234 -0.03 -0.33 -0.08 0.13
H 3.356892 -3.336757 1.738984 -0.52 0.51 -0.32 0.12
H 5.259167 -1.231758 2.610621 -0.04 -0.02 0.05 0.10
H 3.486939 -1.008470 2.661962 0.00 0.23 0.07 0.09
H 4.553872 0.163541 1.788686 -0.21 0.05 0.05 0.09
H 2.957442 -3.752390 -1.993868 0.98 0.20 -0.19 0.09
H 2.224559 -3.589538 -0.680648 -0.13 0.87 0.21 0.09
C -2.427040 6.338646 -4.017487 -0.03 -1.33 0.30 -0.06
C -3.101018 4.964788 -4.235059 -0.70 0.79 -0.93 -0.44
C -2.757611 3.902276 -3.200899 0.12 0.49 -1.40 -0.20
O -3.317523 2.638061 -3.558825 0.06 0.30 0.28 -0.17
C -2.936954 1.669665 -2.618552 -0.19 -0.72 -0.07 -0.13
N -4.584139 5.126586 -4.300137 0.96 -0.49 0.05 0.04
H -2.846279 6.811388 -3.131570 0.04 0.34 -0.13 0.08
H -2.555028 6.906251 -4.936014 -0.21 0.36 0.23 0.08
H -1.351715 6.188363 -3.897447 0.01 0.12 0.14 0.07
H -2.786985 4.700912 -5.255586 0.41 -0.72 0.32 0.13
H -3.148579 4.279051 -2.252483 0.31 -0.32 0.33 0.14
H -1.674558 3.757496 -3.276803 0.14 0.30 0.76 0.12
H -2.982998 0.676763 -3.072304 -0.23 0.11 -0.20 0.06
H -3.609823 1.628182 -1.755448 0.09 0.29 0.14 0.10
H -1.898687 1.791417 -2.286987 0.01 0.26 0.08 0.08
H -4.752975 5.765239 -5.072559 -0.28 -0.02 0.09 0.07
H -4.870935 4.203471 -4.625996 -0.56 0.27 0.09 0.07
C -3.810285 0.247737 2.516066 0.22 1.07 -0.59 -0.06
C -3.469473 1.447412 3.402264 -2.12 0.92 -0.30 -0.42
C -3.107387 2.710341 2.594006 0.96 -0.50 -0.21 -0.23
O -2.926493 3.805964 3.452810 0.40 -0.35 1.02 -0.21
C -2.578074 5.025458 2.840052 -0.96 0.46 -0.23 -0.10
N -4.693031 1.729335 4.177171 1.01 -0.06 0.86 0.04
H -4.174557 -0.593653 3.098401 0.62 -0.28 0.03 0.08
H -2.989060 0.089582 1.810334 0.06 -0.74 0.29 0.05
H -4.652250 0.504777 1.862698 -0.03 0.23 0.11 0.08
H -2.644443 1.271923 4.096788 -0.06 -0.25 0.02 0.13
H -3.857698 2.993038 1.846700 -0.02 -0.48 -0.19 0.14
H -2.126162 2.477383 2.148693 -0.24 0.24 -0.65 0.10
H -1.868448 5.597844 3.435213 0.25 -0.39 0.08 0.09
H -3.485046 5.642693 2.803658 0.08 0.04 -0.25 0.09
H -2.218758 4.892966 1.817122 0.20 -0.05 0.06 0.09
H -4.556046 2.650231 4.582187 -0.50 -0.07 0.09 0.07
H -5.533968 1.707601 3.620186 0.06 0.14 -0.22 0.07
C -3.173202 -2.143029 -4.523183 -0.10 -0.28 -0.07 -0.04
C -2.100345 -2.094202 -3.456563 -0.34 0.03 0.94 -0.46
C -1.607113 -3.515451 -3.137021 1.04 0.64 -0.84 -0.23
O -2.658961 -4.361084 -2.792170 -0.23 -0.31 0.08 -0.17
C -2.929979 -4.375345 -1.401508 0.66 0.15 -0.09 -0.09
N -1.029844 -1.177343 -3.817841 0.42 -0.23 0.09 0.08
H -2.901991 -2.757267 -5.384330 0.31 0.08 0.03 0.09
H -3.393704 -1.139473 -4.889693 -0.25 -0.03 0.10 0.08
H -4.046662 -2.626019 -4.087457 -0.20 0.28 -0.14 0.09
H -2.570347 -1.712736 -2.528296 -0.26 -0.15 -0.10 0.11
H -0.775898 -3.544671 -2.413007 -0.32 0.25 0.48 0.11
H -1.088015 -3.861489 -4.039125 -0.50 -0.34 -0.17 0.13
H -3.818905 -4.965893 -1.206881 -0.08 0.03 -0.15 0.09
H -3.054081 -3.355761 -1.020731 -0.22 -0.03 0.08 0.07
H -2.075270 -4.825321 -0.882769 -0.09 -0.05 0.15 0.09
H -1.451986 -0.280241 -4.032011 0.13 -0.01 -0.23 0.06
H -0.435682 -1.009861 -3.003625 0.00 -0.10 -0.44 0.02
```
Forces are in eV/Å.

Calculated values
HOMO-LUMO gap (spin up / spin down): 7.68 / 3.88 eV
Total energy: -2398.00019 Eh
LUMO level (spin up / spin down): -3.1883 / -6.9965 eV
Expectation value of S²: 0.759
HOMO energy (spin up / spin down): -10.9 / -10.9 eV
Charge: +1
Max |F|: 0.045 hartree/bohr
2S+1: 2



Computed, not measured: a structure of composition C5H9NO, with wB97M-V/def2-TZVPD.

Structure (XYZ):
```
16
Properties=species:S:1:pos:R:3:forces:R:3:lowdin_charge:R:1
C 1.992149 0.213799 -1.132599 0.28 0.01 0.09 -0.06
C -0.513787 -0.181680 0.497420 0.06 -0.01 -0.07 -0.21
C 0.132204 -0.939400 1.609981 0.03 -0.02 0.03 -0.06
C -1.893063 0.415762 0.297079 -0.24 0.00 0.27 -0.14
N -1.584685 0.497502 -1.170123 0.10 0.17 -0.14 0.06
C -0.293559 0.054598 -0.807741 0.09 -0.02 0.11 -0.37
O 0.711737 -0.044688 -1.694378 -0.21 -0.04 0.01 -0.04
H 2.731583 -0.153254 -1.846318 -0.10 0.08 0.09 0.09
H 2.125272 -0.298418 -0.174642 0.00 0.05 -0.20 0.08
H 2.122754 1.292530 -0.978368 0.00 -0.17 -0.02 0.10
H 0.565936 -0.292641 2.385327 -0.10 -0.09 -0.14 0.07
H 0.927839 -1.591965 1.231629 -0.14 0.13 0.09 0.07
H -0.601819 -1.590984 2.101404 0.11 0.12 -0.06 0.08
H -2.753647 -0.224799 0.514871 0.10 0.05 -0.05 0.11
H -2.046727 1.410144 0.735559 0.02 -0.18 -0.06 0.11
H -1.622180 1.433494 -1.569094 0.00 -0.08 0.04 0.11
```
Forces are in eV/Å.

Calculated values
ΔE to the lowest compared entry with this formula, charge and spin: 265.17 kJ/mol
HOMO-LUMO gap: 8.87 eV
Total energy: -325.83656 Eh
LUMO level: 0.9706 eV
HOMO energy: -7.9 eV
Charge: 0
Max |F|: 0.007 hartree/bohr
2S+1: 1



Computed, not measured: a structure of composition CH6NPS at a distorted geometry, with wB97M-V/def2-TZVPD.

Structure (XYZ):
```
10
Properties=species:S:1:pos:R:3:forces:R:3:lowdin_charge:R:1
C 0.433966 0.609058 -1.067152 -1.58 0.59 -0.10 -0.28
N 0.966082 -0.603503 1.348118 0.17 2.11 -5.21 -0.27
P -0.182987 -0.420491 0.303585 -1.06 -2.48 1.20 0.32
S -1.807417 0.802870 1.080126 0.88 -0.25 -0.89 0.37
H 1.369715 0.331618 -1.481322 1.20 -0.35 0.39 0.03
H -0.210256 0.616803 -1.967261 -0.27 0.13 0.82 0.06
H 0.432009 1.616109 -0.565966 0.40 -0.85 -0.93 0.04
H 0.826023 -1.025725 2.168303 -0.79 -2.02 3.83 -0.10
H -1.150583 -1.909950 -0.114549 1.77 2.85 0.32 0.06
H -0.869842 1.737867 0.789456 -0.72 0.27 0.56 -0.22
```
Forces are in eV/Å.

Calculated values
ΔE to the lowest compared entry with this formula, charge and spin: 203.72 kJ/mol
HOMO-LUMO gap: 9.22 eV
Total energy: -835.92463 Eh
LUMO level: 0.2959 eV
HOMO energy: -8.9 eV
Charge: 0
Max |F|: 0.109 hartree/bohr
2S+1: 1



Computed, not measured: the ion C9H19BIO9P2 with charge -1 at a distorted geometry, with wB97M-V/def2-TZVPD.

Structure (XYZ):
```
41
Properties=species:S:1:pos:R:3:forces:R:3:lowdin_charge:R:1
O -3.505433 -4.407382 -1.068576 2.00 5.35 5.20 -0.12
C -3.133011 -3.517948 -0.139251 -1.24 -3.01 -3.68 -0.12
C -3.190936 -1.869690 -0.324256 -0.25 -0.23 1.42 -0.10
C -1.666791 -1.294616 -0.245466 -0.49 -1.31 -1.13 -0.29
O -1.103346 -1.775895 1.047744 -0.77 1.09 -2.53 -0.16
B 0.144082 -0.970227 1.257890 -2.88 0.89 -0.14 -1.26
I 1.578763 -2.133904 0.005849 1.07 -0.39 -0.75 0.83
C 0.555502 -0.943040 2.850898 0.31 -0.86 1.93 -0.17
P 2.437845 -1.095769 3.192812 2.86 2.54 -1.28 0.66
O 3.345358 -0.156104 2.288623 -2.90 -3.29 2.95 -0.44
O 2.663180 -0.505404 4.852584 -1.24 0.38 -2.41 -0.28
O 2.948248 -2.774637 3.206530 0.38 2.98 0.22 -0.28
O -0.303266 0.362273 0.725524 -0.73 0.18 -0.35 -0.16
C -1.322922 0.288378 -0.374849 3.39 -1.28 -0.25 -0.46
C -0.382893 0.805820 -1.659180 -0.81 -0.98 -0.68 -0.15
C 0.520259 2.120077 -1.275769 -0.10 0.72 0.09 -0.20
C 2.108621 1.821542 -1.008934 0.17 0.92 -0.47 -0.17
C 2.958818 2.062467 -2.407695 0.34 0.41 1.36 -0.26
O 2.561934 1.108291 -3.477387 2.55 1.10 0.24 -0.15
P -2.579837 1.660415 -0.049807 -0.27 2.50 1.78 1.00
O -4.226825 1.132099 0.060148 0.64 0.95 -2.88 -0.37
O -2.604589 2.875223 -1.348274 -1.21 -3.10 -0.01 -0.36
H -2.712830 -3.948503 0.889818 -0.83 1.16 -2.10 0.14
H -3.755475 -1.462242 0.642039 1.04 -0.92 -2.08 0.13
H -3.776741 -1.528505 -1.283228 1.28 -0.94 1.81 0.13
H -1.192440 -1.733447 -1.249387 -0.31 0.43 2.42 0.14
H 0.185942 0.016548 3.431098 0.90 -1.81 -1.20 0.11
H 0.042860 -1.870960 3.378288 1.03 1.80 -1.02 0.11
H 2.354301 0.468353 4.825394 0.79 -2.29 -0.16 0.08
H 3.922078 -2.864176 2.937524 -2.07 0.71 0.42 0.09
H -1.156728 0.996066 -2.546615 1.83 -0.07 1.61 0.11
H 0.337773 -0.064458 -2.040427 -1.60 1.79 1.10 0.10
H 0.432924 2.881872 -2.176275 0.25 -1.52 1.74 0.11
H 0.128201 2.716174 -0.321720 0.56 -1.61 -2.11 0.11
H 2.490269 2.649452 -0.238373 -0.70 -1.72 -1.74 0.12
H 2.346050 0.790521 -0.509386 -0.64 1.85 -1.17 0.08
H 2.817436 3.178798 -2.774879 0.04 -2.19 0.66 0.11
H 4.098522 1.956698 -2.134973 -2.07 0.00 -0.64 0.11
H 3.407220 1.008891 -4.032782 -2.07 0.12 1.19 0.10
H -4.716984 1.515567 -0.744036 0.87 -0.98 1.71 0.07
H -3.055137 2.501381 -2.161238 0.91 0.61 0.96 0.05
```
Forces are in eV/Å.

Calculated values
HOMO-LUMO gap: 7.57 eV
Total energy: -2036.81518 Eh
LUMO level: 2.4179 eV
HOMO energy: -5.2 eV
Charge: -1
Max |F|: 0.150 hartree/bohr
2S+1: 1